C46H76AsBaN8O4S3Si3 as an isolated structure. Source: OMol25; level of theory: ωB97M-V with the def2-TZVPD basis set.

The geometry in XYZ format:
```
142
Properties=species:S:1:pos:R:3:forces:R:3
Ba -1.4571 0.3014 0.5553 1.8 1.4 -0.5
As -1.3812 -1.5744 3.1394 0.1 -0.8 0.9
S 1.4615 -2.8678 -7.7293 0.5 0.6 0.8
S 2.8602 0.4121 0.6878 -1.0 0.0 0.1
S -4.1432 0.8880 -0.0311 -0.8 1.7 0.2
Si -0.6373 -0.4881 5.1324 0.2 0.7 0.7
Si 0.0019 -3.5239 3.0452 0.6 -0.6 -0.2
Si -3.5776 -2.3093 3.7061 -1.1 -0.2 0.4
O 0.5450 -1.8376 -8.1429 0.0 0.4 -0.2
O 1.7602 -4.6902 -3.6885 0.0 -0.1 -0.2
O 1.1042 -4.2273 -7.9945 0.2 -0.6 0.0
O 1.6053 -4.4773 -1.5474 0.0 -0.1 0.1
N -0.4671 -1.0654 -2.3379 -0.2 0.5 0.4
N 5.4226 -0.0946 1.2533 -0.1 0.1 -0.5
N 0.1099 -2.4163 -3.9942 0.2 -0.1 0.5
N 1.3704 -4.1184 -2.6861 0.3 -0.4 0.2
N 5.0980 0.9473 -0.6569 0.1 -0.1 0.1
N -3.0325 -1.4656 -0.3038 -0.5 -0.5 -0.3
N -0.4509 3.2262 -1.4460 -0.3 -0.4 0.9
N -0.3274 3.4918 1.4129 -0.1 -0.8 -0.7
C -1.1925 3.5255 -5.0177 0.1 -0.1 0.0
C -1.8364 0.9695 5.4296 0.3 -0.7 -0.4
C -1.7485 3.9947 3.3468 0.1 -0.1 -0.1
C 0.8574 2.3141 -4.7870 -0.1 0.1 -0.1
C 1.6111 -2.9486 2.1738 -0.7 0.1 0.3
C -3.0396 -2.7416 -0.6655 0.1 -0.9 -0.3
C 0.1262 4.1750 -0.8373 0.2 0.0 -0.8
C 1.1006 5.1237 -1.4827 -0.1 -0.1 -0.2
C -0.5762 -1.5103 6.7512 0.0 0.2 -0.9
C 0.6111 -2.9480 -2.8222 -0.7 1.1 0.7
C -0.4889 3.7536 2.7829 0.0 0.3 0.9
C -5.3357 -2.6859 -1.2621 0.2 -0.1 0.0
C -0.1092 2.8859 -5.5948 0.1 0.0 0.0
C 0.5439 4.0065 4.9369 -0.1 0.1 0.0
C -2.9920 3.9559 2.5105 0.1 0.0 0.0
C 6.5200 0.6661 -0.6716 0.3 0.0 -0.2
C -4.1472 -3.7898 2.6432 0.5 0.6 0.2
C 1.6359 -2.6737 -5.9109 0.0 -0.2 -0.9
C -4.1435 -3.4060 -1.1487 0.1 0.1 0.0
C 1.0933 0.2248 4.7222 -0.7 -0.4 -0.1
C -0.6909 4.2767 5.4988 0.0 0.1 0.0
C -2.4483 4.3617 -3.0095 0.0 -0.1 0.0
C 0.2563 -2.9415 -5.3310 0.0 -0.3 -0.6
C 4.4899 0.4099 0.4274 0.3 0.0 -0.1
C 0.4404 -4.2721 4.7489 -0.4 0.4 -0.5
C 5.1590 -0.5316 2.5920 -0.2 -0.2 0.2
C -0.2306 5.8972 0.9706 -0.1 -0.1 0.3
C 0.7724 2.3855 -3.4028 0.0 0.0 0.1
C -1.2347 -0.3890 -4.5890 -0.1 0.0 -0.2
C 2.0090 3.5089 2.9592 -0.2 0.0 0.0
C 0.6649 3.7536 3.5796 -0.1 -0.1 -0.1
C -0.8526 -4.8591 1.9834 0.2 0.6 0.4
C -0.5316 -1.2795 -3.6432 0.0 0.1 -0.1
C 6.7629 0.1562 0.7586 0.3 0.1 0.1
C 3.1257 -2.5073 -8.3747 -0.7 -0.2 0.3
C -0.3062 3.0673 -2.8303 0.1 0.0 -0.9
C 3.2079 -2.9558 -9.8167 -0.2 -0.1 -0.1
C -4.6975 -0.7981 3.3878 0.6 -0.5 0.0
C -4.1632 -0.7589 -0.4366 -0.6 -0.6 -0.2
C 0.2265 -2.0858 -1.8132 0.5 -0.8 -0.5
C -0.1670 4.4421 0.5916 -0.2 0.3 0.6
C -3.7838 -2.8189 5.5386 0.4 0.3 -0.7
C 1.8290 1.7500 -2.5479 -0.3 0.1 0.1
C -1.8247 4.2722 4.7048 0.2 0.1 0.1
C -5.3467 -1.3635 -0.9060 0.1 -0.1 0.0
C -1.3078 3.6238 -3.6402 0.1 -0.1 0.1
H -0.6740 6.0076 1.9574 0.0 0.1 0.0
H 2.3684 -3.3902 -5.5534 0.1 0.0 0.0
H 1.1413 0.5902 3.6945 0.0 0.0 -0.1
H 3.8186 -3.0520 -7.7400 0.1 0.0 0.1
H 7.3632 -0.7561 0.7841 0.0 0.1 0.0
H -3.7206 -1.9573 6.1963 0.0 0.2 0.1
H -2.7840 4.4970 5.1478 -0.1 -0.1 0.0
H 4.1863 -2.7279 -10.2356 0.0 0.0 0.0
H -0.7680 4.4969 6.5524 0.0 0.0 0.1
H 0.7709 6.3237 1.0042 0.1 0.1 -0.1
H 2.0527 5.0755 -0.9564 0.1 0.1 0.1
H -2.0908 5.2969 -2.5796 -0.1 0.1 0.1
H 1.3330 1.0584 5.3735 -0.1 0.2 0.2
H -0.0153 2.8432 -6.6690 0.0 0.0 -0.1
H 2.3393 0.9748 -3.1181 0.1 -0.1 0.1
H -6.2406 -0.7686 -0.9855 -0.1 0.1 0.0
H 4.0749 -0.5714 2.7090 0.1 -0.1 0.1
H 7.0832 1.5738 -0.8970 0.1 -0.1 0.1
H -4.0939 -4.4482 -1.4186 0.1 -0.1 0.0
H -4.2984 0.0877 3.8769 0.1 0.1 0.1
H 1.3845 1.3089 -1.6519 0.3 0.0 -0.1
H 3.0352 -4.0272 -9.8773 0.0 -0.1 -0.1
H -1.3652 -4.4047 1.1407 -0.1 0.0 -0.1
H 6.7765 -0.0964 -1.4154 -0.1 0.1 0.1
H 2.4882 -3.3732 2.6525 0.1 -0.1 0.2
H 0.4492 -2.1657 -0.7674 0.2 -0.1 0.2
H 2.7533 3.3240 3.7296 0.1 0.0 0.0
H -0.4355 -4.3417 5.3881 -0.1 0.0 0.1
H 0.1920 -2.2730 6.7271 0.2 -0.1 0.0
H -3.2107 4.5978 -3.7462 -0.1 0.0 0.0
H -2.8916 3.7719 -2.2076 -0.1 0.0 0.1
H -1.4029 1.7226 6.0782 0.2 0.0 0.1
H 2.4460 -2.4515 -10.4054 0.0 0.0 -0.1
H 1.4344 4.0309 5.5482 0.1 -0.1 0.1
H 2.5714 2.4866 -2.2322 0.0 0.0 0.2
H -0.5873 -0.0724 -5.4067 0.0 0.0 0.0
H -4.7818 -0.5797 2.3263 0.0 0.1 -0.2
H 1.1829 -3.6741 5.2670 0.1 0.2 0.1
H -3.8030 -4.7322 3.0567 0.1 -0.1 0.1
H 1.8678 -0.5256 4.8496 0.2 -0.2 0.0
H 3.2607 -1.4353 -8.2663 0.0 0.1 0.1
H 0.8481 -5.2732 4.6452 0.1 -0.2 -0.2
H -2.0908 -3.2532 -0.5567 0.0 -0.1 0.0
H 1.9556 -1.6503 -5.7322 0.1 0.1 0.0
H -2.7539 0.6290 5.8995 -0.2 -0.1 0.0
H 5.5680 0.1731 3.3195 0.1 0.0 0.0
H 1.6417 -3.2553 1.1303 -0.1 -0.1 -0.2
H 5.5834 -1.5232 2.7649 0.0 0.1 0.0
H -3.0295 -3.5387 5.8441 0.1 -0.1 0.1
H 0.7421 6.1491 -1.4416 0.0 0.1 0.0
H -1.5735 0.4888 -4.0433 0.0 0.0 -0.1
H -2.0958 1.4616 4.4914 0.0 0.0 0.0
H -1.5234 -2.0007 6.9462 -0.2 -0.1 0.0
H -1.9519 3.9709 -5.6442 -0.1 0.0 0.0
H -6.2278 -3.1692 -1.6333 -0.1 0.0 0.0
H 0.0774 -4.0182 -5.3247 -0.1 0.2 0.0
H -4.7556 -3.2784 5.6944 -0.2 -0.1 -0.1
H 4.5789 1.1546 -1.4925 -0.1 0.0 0.1
H 1.2546 4.8527 -2.5246 0.1 0.0 0.0
H -5.2301 -3.8366 2.5894 -0.2 0.1 0.1
H 7.2562 0.9125 1.3776 0.0 0.0 0.0
H -0.3691 -0.8650 7.5983 0.1 0.3 0.1
H 1.9693 2.6569 2.2795 0.2 0.0 0.0
H 2.3285 4.3791 2.3857 0.1 0.0 -0.1
H -0.1345 -5.5693 1.5855 0.3 -0.1 0.0
H 1.7084 1.8236 -5.2408 0.1 -0.1 0.0
H -0.4801 -2.4578 -5.9749 -0.1 0.0 0.2
H -3.7774 -3.7172 1.6257 0.0 0.0 -0.2
H -0.8230 6.4540 0.2463 0.0 0.1 -0.1
H -1.5862 -5.4154 2.5562 -0.2 -0.1 0.1
H -2.0957 -0.8932 -5.0272 -0.1 0.0 0.0
H -3.0585 4.8190 1.8478 0.0 0.0 -0.1
H 1.7083 -1.8614 2.2059 0.1 0.0 0.0
H -3.0124 3.0590 1.8869 -0.1 0.0 -0.1
H -5.7043 -0.9541 3.7624 -0.2 -0.2 0.2
H -3.8698 3.9565 3.1525 -0.1 0.0 -0.1
```
Forces are in eV/Å.

## Properties
- DFT total energy (a.u.) = -6861.7085
- molecular weight (u) = 1197.88
- charge = +1
- E_HOMO (eV) = -9.7
- E_LUMO (eV) = -2.528

Results of the Löwdin charge analysis, in e, for atoms 1 through 99: atom 1 (Ba): 1.260, atom 2 (As): 0.662, atom 3 (S): 0.647, atom 4 (S): 0.662, atom 5 (S): 0.394, atom 6 (Si): 0.340, atom 7 (Si): 0.340, atom 8 (Si): 0.329, atom 9 (O): -0.319, atom 10 (O): 0.088, atom 11 (O): -0.290, atom 12 (O): 0.089, atom 13 (N): 0.098, atom 14 (N): -0.167, atom 15 (N): 0.058, atom 16 (N): -0.337, atom 17 (N): 0.019, atom 18 (N): -0.233, atom 19 (N): 0.162, atom 20 (N): 0.142, atom 21 (C): -0.040, atom 22 (C): -0.203, atom 23 (C): -0.240, atom 24 (C): -0.070, atom 25 (C): -0.217, atom 26 (C): -0.202, atom 27 (C): -0.261, atom 28 (C): 0.011, atom 29 (C): -0.188, atom 30 (C): -0.134, atom 31 (C): -0.235, atom 32 (C): -0.052, atom 33 (C): -0.083, atom 34 (C): -0.051, atom 35 (C): -0.020, atom 36 (C): -0.132, atom 37 (C): -0.194, atom 38 (C): -0.193, atom 39 (C): -0.067, atom 40 (C): -0.206, atom 41 (C): -0.089, atom 42 (C): -0.025, atom 43 (C): -0.150, atom 44 (C): -0.826, atom 45 (C): -0.208, atom 46 (C): -0.052, atom 47 (C): 0.008, atom 48 (C): -0.234, atom 49 (C): 0.025, atom 50 (C): -0.039, atom 51 (C): -0.218, atom 52 (C): -0.201, atom 53 (C): -0.308, atom 54 (C): -0.108, atom 55 (C): -0.288, atom 56 (C): -0.231, atom 57 (C): -0.118, atom 58 (C): -0.207, atom 59 (C): -0.888, atom 60 (C): -0.071, atom 61 (C): -0.262, atom 62 (C): -0.211, atom 63 (C): -0.062, atom 64 (C): -0.060, atom 65 (C): -0.093, atom 66 (C): -0.212, atom 67 (H): 0.088, atom 68 (H): 0.092, atom 69 (H): 0.002, atom 70 (H): 0.099, atom 71 (H): 0.127, atom 72 (H): 0.015, atom 73 (H): 0.118, atom 74 (H): 0.084, atom 75 (H): 0.109, atom 76 (H): 0.097, atom 77 (H): 0.100, atom 78 (H): 0.082, atom 79 (H): 0.024, atom 80 (H): 0.107, atom 81 (H): 0.078, atom 82 (H): 0.103, atom 83 (H): 0.034, atom 84 (H): 0.119, atom 85 (H): 0.107, atom 86 (H): 0.011, atom 87 (H): 0.018, atom 88 (H): 0.079, atom 89 (H): -0.007, atom 90 (H): 0.121, atom 91 (H): 0.030, atom 92 (H): 0.096, atom 93 (H): 0.082, atom 94 (H): 0.016, atom 95 (H): 0.003, atom 96 (H): 0.082, atom 97 (H): 0.078, atom 98 (H): 0.022, atom 99 (H): 0.084